{
  "formula": "C18H38N6O4Ta",
  "method": "the ωB97M-V functional and the def2-TZVPD basis",
  "elements": ["Ta", "C", "C", "N", "C", "C", "N", "C", "C", "C", "N", "C", "C", "N", "C", "H", "H", "H", "H", "H", "H", "H", "H", "H", "H", "H", "H", "H", "H", "H", "H", "H", "H", "H", "H", "H", "H", "H", "H", "N", "C", "C", "O", "N", "C", "C", "O", "O", "H", "H", "H", "H", "H", "H", "C", "C", "C", "O", "C", "H", "H", "H", "H", "H", "H", "H", "H"],
  "coordinates": [[0.043, 0.015, -0.452], [2.081, 0.177, 2.679], [2.025, -1.268, 2.269], [1.374, -1.516, 0.911], [0.683, -2.838, 1.011], [-0.694, -2.585, 1.552], [-1.376, -1.519, 0.748], [-2.523, -0.992, 1.564], [-2.036, -0.062, 2.656], [-1.958, 1.368, 2.186], [-1.302, 1.545, 0.835], [-0.625, 2.879, 0.834], [0.741, 2.660, 1.421], [1.434, 1.529, 0.711], [2.579, 1.059, 1.556], [2.732, 0.260, 3.550], [1.094, 0.512, 3.009], [1.481, -1.846, 3.013], [3.031, -1.688, 2.213], [2.164, -1.641, 0.283], [1.240, -3.507, 1.668], [0.650, -3.334, 0.047], [-0.633, -2.244, 2.583], [-1.300, -3.493, 1.554], [-1.830, -2.014, -0.015], [-3.058, -1.849, 1.975], [-3.209, -0.471, 0.895], [-1.061, -0.386, 3.029], [-2.709, -0.107, 3.512], [-1.408, 1.963, 2.911], [-2.956, 1.802, 2.118], [-2.068, 1.617, 0.169], [-1.194, 3.586, 1.439], [-0.578, 3.276, -0.174], [0.669, 2.398, 2.476], [1.357, 3.557, 1.351], [1.901, 1.986, -0.067], [3.097, 1.941, 1.934], [3.282, 0.528, 0.911], [0.106, -1.916, -1.762], [1.471, -2.345, -2.178], [2.315, -1.099, -2.267], [3.350, -1.029, -2.853], [1.689, 0.002, -1.644], [2.138, 1.274, -2.213], [0.992, 2.249, -2.068], [0.967, 3.406, -2.282], [-0.105, 1.592, -1.503], [-0.431, -2.738, -1.498], [-0.352, -1.568, -2.606], [1.462, -2.848, -3.144], [1.892, -3.047, -1.458], [2.417, 1.163, -3.263], [3.029, 1.688, -1.727], [-3.786, -0.817, -3.011], [-3.911, 0.687, -2.811], [-2.516, 1.075, -2.401], [-2.018, -0.087, -1.564], [-2.958, -1.216, -1.811], [-3.271, -1.052, -3.944], [-4.743, -1.335, -3.011], [-4.637, 0.921, -2.031], [-4.205, 1.216, -3.717], [-2.451, 1.976, -1.800], [-1.839, 1.160, -3.247], [-3.584, -1.324, -0.924], [-2.388, -2.127, -1.979]],
  "nbo_charge": [2.53, -0.44, -0.22, -0.68, -0.24, -0.25, -0.68, -0.23, -0.44, -0.23, -0.67, -0.24, -0.25, -0.65, -0.23, 0.28, 0.21, 0.23, 0.24, 0.42, 0.26, 0.20, 0.23, 0.25, 0.41, 0.24, 0.21, 0.21, 0.28, 0.23, 0.24, 0.42, 0.25, 0.25, 0.22, 0.26, 0.42, 0.25, 0.22, -0.84, -0.34, 0.65, -0.45, -0.81, -0.38, 0.78, -0.43, -0.85, 0.42, 0.43, 0.28, 0.24, 0.30, 0.26, -0.43, -0.45, -0.04, -0.64, -0.07, 0.23, 0.28, 0.23, 0.28, 0.21, 0.21, 0.20, 0.18],
  "charge": 3,
  "energy_ha": -1394.3428,
  "largest_force_ev_per_a": 0.6,
  "mol_weight_g_mol": 583.49,
  "homo_energy_ha": -0.711
}